No. 1
C40H47N4 | ωB97M-V/def2-TZVPD

Total charge: +1
LUMO, hartree: -0.171
Kohn-Sham gap, eV: 4.4
HOMO, eV: -9.07
2S+1: 1
Relative energy (zero: lowest compared OMol25 entry of this formula, charge and spin), kJ/mol: 91.9

```
91
Properties=species:S:1:pos:R:3:lowdin_charge:R:1
C -7.692 -2.135 3.958 -0.047
N -7.179 -1.128 3.047 -0.190
C -8.137 -0.622 2.079 -0.044
C -5.858 -0.763 3.027 -0.208
C -5.479 0.582 2.767 0.002
C -4.152 0.953 2.853 -0.001
C -3.124 -0.022 3.021 -0.208
C -1.741 0.369 3.013 0.040
C -0.669 -0.509 3.052 -0.011
C 0.695 -0.146 3.071 -0.066
C 1.730 -1.185 3.015 -0.176
C 1.561 -2.324 2.191 -0.014
C 2.539 -3.299 2.130 0.016
C 3.675 -3.219 2.970 -0.236
N 4.637 -4.232 2.947 -0.252
C 5.883 -4.108 2.212 -0.070
C 4.535 -5.433 3.757 -0.070
C 3.832 -2.106 3.830 0.017
C 2.916 -1.074 3.792 -0.002
C 1.110 1.253 3.118 -0.179
C 0.469 2.189 3.959 -0.026
C 0.888 3.505 3.985 0.021
C 1.900 3.950 3.103 -0.234
N 2.299 5.290 3.099 -0.250
C 3.479 5.768 3.796 -0.071
C 1.680 6.292 2.250 -0.071
C 2.504 3.028 2.222 0.017
C 2.159 1.696 2.273 -0.001
C -3.510 -1.384 3.161 0.004
C -4.847 -1.735 3.254 0.008
H -6.948 -2.386 4.722 0.092
H -8.594 -1.762 4.462 0.099
H -7.968 -3.049 3.414 0.097
H -7.669 0.073 1.375 0.089
H -8.566 -1.455 1.502 0.099
H -8.970 -0.111 2.578 0.097
H -6.250 1.325 2.549 0.120
H -3.868 2.004 2.761 0.125
H -1.541 1.434 2.894 0.119
H -0.872 -1.575 3.027 0.103
H 0.666 -2.399 1.571 0.120
H 2.442 -4.139 1.437 0.127
H 5.911 -3.168 1.647 0.092
H 6.743 -4.137 2.898 0.083
H 5.990 -4.947 1.509 0.085
H 3.596 -5.451 4.323 0.092
H 4.581 -6.326 3.118 0.083
H 5.375 -5.490 4.466 0.084
H 4.682 -2.081 4.516 0.129
H 3.074 -0.185 4.412 0.127
H -0.356 1.856 4.592 0.107
H 0.425 4.220 4.668 0.114
H 3.965 4.966 4.365 0.090
H 4.204 6.188 3.083 0.083
H 3.195 6.570 4.493 0.084
H 0.849 5.873 1.673 0.091
H 1.301 7.117 2.869 0.084
H 2.421 6.709 1.551 0.084
H 3.240 3.388 1.504 0.129
H 2.657 0.976 1.616 0.130
H -2.743 -2.158 3.184 0.114
H -5.121 -2.774 3.429 0.118
C 2.099 3.635 8.291 -0.141
C 0.781 4.327 7.938 -0.147
C -0.285 3.236 7.803 -0.163
N 0.371 2.023 8.216 -0.092
C -0.327 0.878 8.260 -0.209
C -1.501 0.627 7.593 -0.047
C -1.877 -0.807 7.719 -0.141
C -0.766 -1.373 8.593 -0.171
C 0.114 -0.352 8.960 -0.103
C 1.161 -0.612 9.843 -0.025
C 1.386 -1.935 10.248 -0.080
C 0.540 -2.969 9.817 -0.083
C -0.560 -2.687 8.992 -0.031
C 1.794 2.134 8.453 -0.145
H 2.861 3.762 7.518 0.101
H 2.520 3.995 9.234 0.109
H 0.457 5.010 8.723 0.109
H 0.859 4.889 7.008 0.090
H -1.155 3.395 8.462 0.131
H -0.691 3.154 6.782 0.094
H -2.075 1.388 7.071 0.089
H -2.866 -0.911 8.181 0.121
H -1.912 -1.323 6.753 0.110
H 1.793 0.183 10.247 0.094
H 2.230 -2.143 10.909 0.104
H 0.736 -3.996 10.139 0.102
H -1.252 -3.461 8.658 0.113
H 2.379 1.493 7.761 0.128
H 2.039 1.798 9.471 0.092
```

---

No. 2
C40H47N4PdSTe | ωB97M-V/def2-TZVPD

Total charge: -1
LUMO (spin up / spin down), hartree: 0.058 / 0.058
Kohn-Sham gap (spin up / spin down), eV: 3.7 / 3.8
HOMO (spin up / spin down), eV: -2.14 / -2.22
2S+1: 1
Relative energy (zero: lowest compared OMol25 entry of this formula, charge and spin), kJ/mol: 44.4

```
94
Properties=species:S:1:pos:R:3:lowdin_charge:R:1
Pd 0.215 -0.002 -0.222 0.817
C -4.708 -3.875 1.010 -0.091
C -4.086 -2.875 1.994 -0.194
C -3.364 -1.773 1.281 -0.143
C -3.874 -0.597 0.846 -0.127
C -5.294 -0.128 0.910 -0.191
C -5.524 0.940 1.985 -0.084
C -2.787 0.120 0.198 -0.222
C -2.928 1.293 -0.489 0.054
C -1.922 1.925 -1.257 -0.212
C -2.087 2.960 -2.224 -0.118
C -3.354 3.547 -2.797 -0.186
C -4.603 2.655 -2.793 -0.109
C -0.812 3.321 -2.625 -0.150
C 0.100 2.502 -1.911 -0.229
C 1.500 2.671 -1.882 0.051
C 2.385 1.843 -1.241 -0.250
N 2.077 0.591 -0.785 -0.035
C 3.230 0.055 -0.269 -0.269
C 3.364 -1.240 0.162 0.049
C 2.302 -2.148 0.343 -0.230
N 0.989 -1.778 0.391 -0.029
C 0.265 -2.876 0.748 -0.226
C -1.105 -2.858 1.079 0.058
C -1.959 -1.801 0.907 -0.233
N -1.649 -0.637 0.260 0.002
C 1.137 -3.992 0.887 -0.140
C 2.416 -3.534 0.636 -0.137
C 3.680 -4.340 0.654 -0.200
C 4.200 -4.594 2.074 -0.093
C 0.698 -5.406 1.119 -0.196
C 0.053 -6.001 -0.141 -0.092
C 4.309 1.026 -0.381 -0.120
C 3.793 2.125 -0.988 -0.116
C 4.404 3.436 -1.387 -0.190
C 5.661 3.866 -0.633 -0.104
C 5.684 0.758 0.158 -0.196
C 6.656 0.274 -0.925 -0.092
N -0.593 1.645 -1.105 -0.006
C -0.415 4.345 -3.645 -0.202
C 0.142 3.714 -4.927 -0.095
H -5.258 -4.661 1.534 0.065
H -3.930 -4.339 0.402 0.068
H -5.396 -3.362 0.337 0.069
H -3.390 -3.395 2.655 0.105
H -4.869 -2.442 2.622 0.108
H -5.949 -0.980 1.102 0.100
H -5.577 0.279 -0.065 0.105
H -5.268 0.549 2.969 0.067
H -6.568 1.262 2.001 0.066
H -4.893 1.811 1.803 0.070
H -3.899 1.761 -0.461 0.090
H -3.139 3.813 -3.835 0.098
H -3.586 4.492 -2.290 0.116
H -4.333 1.609 -2.934 0.078
H -5.280 2.945 -3.599 0.064
H -5.158 2.741 -1.859 0.059
H 1.893 3.552 -2.373 0.102
H 4.358 -1.602 0.390 0.103
H -1.500 -3.758 1.535 0.105
H 4.453 -3.828 0.076 0.099
H 3.498 -5.299 0.160 0.105
H 4.409 -3.648 2.576 0.076
H 5.115 -5.192 2.056 0.064
H 3.453 -5.127 2.664 0.066
H -0.019 -5.453 1.945 0.107
H 1.558 -6.017 1.402 0.096
H -0.812 -5.408 -0.438 0.066
H -0.268 -7.034 0.026 0.065
H 0.767 -5.989 -0.966 0.074
H 3.647 4.212 -1.257 0.106
H 4.631 3.404 -2.459 0.119
H 5.491 3.858 0.445 0.082
H 5.937 4.881 -0.924 0.068
H 6.507 3.215 -0.856 0.056
H 5.607 -0.005 0.934 0.102
H 6.085 1.651 0.635 0.092
H 6.307 -0.665 -1.356 0.071
H 7.656 0.116 -0.513 0.067
H 6.727 1.004 -1.733 0.065
H 0.345 5.010 -3.220 0.108
H -1.279 4.966 -3.891 0.097
H 1.044 3.141 -4.709 0.065
H 0.389 4.477 -5.670 0.064
H -0.588 3.030 -5.365 0.075
Te 0.899 1.081 2.256 0.633
C -0.911 1.287 3.277 -1.094
C -1.653 2.428 3.423 -0.295
C -2.731 2.296 4.334 -0.244
C -2.803 1.050 4.879 -0.485
S -1.558 0.033 4.274 0.861
H -1.419 3.334 2.880 0.082
H -3.419 3.096 4.575 0.086
H -3.515 0.664 5.592 0.041
```

---

No. 3
C40H48Br4HfN5O3P | ωB97M-V/def2-TZVPD

LUMO, hartree: 0.000
Kohn-Sham gap, eV: 7.2
HOMO, eV: -7.21
2S+1: 1
Relative energy (zero: lowest compared OMol25 entry of this formula, charge and spin), kJ/mol: 266.2

```
102
Properties=species:S:1:pos:R:3:lowdin_charge:R:1
Hf 0.227 0.410 0.690 1.684
C -0.154 1.946 2.998 -0.265
C -0.809 2.462 1.865 -0.288
C 0.220 2.794 0.875 -0.364
C 1.487 2.435 1.510 -0.297
C 1.255 1.970 2.818 -0.220
C 2.323 1.633 3.831 -0.022
C 2.839 2.880 0.911 -0.017
C -0.037 3.870 -0.145 -0.062
C -2.221 3.006 1.927 -0.030
C -0.833 1.653 4.293 -0.036
H 2.352 0.608 4.112 -0.010
H 2.064 2.172 4.737 0.089
H 3.299 1.904 3.499 0.062
H 3.449 3.252 1.769 0.086
H 2.549 3.672 0.227 0.061
H 3.348 2.002 0.503 0.058
H 0.811 3.911 -0.832 0.058
H -0.268 4.878 0.406 0.121
H -0.983 3.757 -0.678 0.053
H -2.534 3.606 1.013 0.090
H -2.214 3.774 2.725 0.090
H -2.941 2.277 2.248 0.064
H -1.782 1.027 4.261 0.108
H -1.186 2.575 4.804 0.094
H -0.225 1.114 4.973 0.015
C 5.247 -3.409 5.392 -0.076
C 4.192 -3.906 4.646 -0.100
C 3.779 -3.174 3.553 -0.059
C 4.415 -1.979 3.202 -0.289
C 5.427 -1.410 3.986 -0.050
C 5.871 -2.126 5.088 -0.071
N 4.121 -1.263 2.014 0.165
N 3.083 -1.816 1.401 0.071
C 2.881 -1.415 0.139 -0.337
C 3.418 -2.185 -0.902 -0.041
C 3.535 -1.636 -2.147 -0.100
C 3.198 -0.291 -2.308 -0.122
C 2.514 0.377 -1.311 -0.165
C 2.125 -0.263 -0.126 -0.209
H 5.693 -3.955 6.241 0.101
H 3.700 -4.783 5.034 0.104
H 2.940 -3.519 2.935 0.112
H 5.747 -0.376 3.745 0.118
H 6.706 -1.718 5.693 0.104
H 3.802 -3.183 -0.681 0.114
H 3.980 -2.142 -3.022 0.111
H 3.409 0.240 -3.223 0.093
H 2.258 1.406 -1.509 0.086
Br -1.323 -3.757 6.098 0.711
C -1.332 -2.822 4.448 -0.771
C -2.453 -2.868 3.649 -0.747
Br -3.738 -4.268 3.808 0.681
C -2.701 -2.031 2.543 -0.672
Br -4.379 -1.928 1.732 0.774
C -1.559 -1.464 1.930 -0.359
O -1.503 -0.686 0.875 -0.211
C -0.338 -1.483 2.733 -0.340
O 0.672 -0.797 2.215 -0.239
C -0.312 -1.989 4.032 -0.579
Br 1.062 -1.412 5.258 0.821
O -0.725 0.772 -1.220 -0.376
P -1.612 0.386 -2.441 0.690
N -1.653 -1.254 -2.528 -0.198
C -2.867 -2.090 -2.945 -0.152
C -2.317 -3.402 -3.467 -0.171
C -0.912 -3.533 -2.850 -0.133
C -0.482 -2.081 -2.526 -0.194
N -3.147 1.040 -2.205 -0.188
C -3.863 2.079 -2.895 -0.195
C -5.259 2.162 -2.194 -0.165
C -5.326 0.934 -1.291 -0.160
C -3.872 0.535 -1.040 -0.211
N -0.952 1.117 -3.801 -0.175
C -1.421 0.884 -5.192 -0.156
C -0.171 1.146 -6.130 -0.186
C 0.771 1.963 -5.368 -0.185
C 0.463 1.574 -3.894 -0.170
H -3.465 -1.448 -3.602 0.109
H -3.379 -2.203 -1.950 0.115
H -2.281 -3.364 -4.587 0.118
H -3.015 -4.227 -3.328 0.110
H -0.321 -3.996 -3.613 0.096
H -0.874 -4.170 -1.962 0.116
H 0.251 -1.736 -3.311 0.128
H 0.037 -2.015 -1.568 0.101
H -4.059 1.793 -3.991 0.126
H -3.380 3.050 -2.698 0.114
H -6.086 2.257 -3.000 0.132
H -5.348 3.081 -1.597 0.102
H -5.968 0.230 -1.762 0.095
H -5.850 1.146 -0.355 0.113
H -3.641 -0.516 -0.857 0.053
H -3.494 0.956 -0.115 0.097
H -2.145 1.648 -5.500 0.101
H -1.773 -0.150 -5.333 0.109
H -0.479 1.578 -7.048 0.094
H 0.377 0.200 -6.382 0.127
H 0.510 3.024 -5.493 0.117
H 1.816 1.904 -5.599 0.109
H 0.645 2.431 -3.222 0.115
H 1.099 0.731 -3.641 0.078
```

---

No. 4
C40H48N3O4PPtTe3 | ωB97M-V/def2-TZVPD

Total charge: -1
LUMO (spin up / spin down), hartree: 0.074 / 0.074
Kohn-Sham gap (spin up / spin down), eV: 5.8 / 5.8
HOMO (spin up / spin down), eV: -3.83 / -3.82
2S+1: 2
Relative energy (zero: lowest compared OMol25 entry of this formula, charge and spin), kJ/mol: 0.0

```
100
Properties=species:S:1:pos:R:3:lowdin_charge:R:1
Pt -1.336 -2.414 1.067 0.737
N 4.811 -3.011 -0.491 0.112
C 3.479 -2.919 -0.155 -0.317
C 2.927 -1.723 0.302 -0.003
C 1.583 -1.665 0.584 -0.142
N 0.756 -2.710 0.452 -0.078
C 1.282 -3.857 0.025 -0.120
C 2.615 -4.009 -0.290 -0.005
H 5.421 -2.295 -0.135 0.095
H 5.216 -3.932 -0.523 0.093
H 3.535 -0.837 0.443 0.106
H 1.139 -0.745 0.937 0.032
H 0.595 -4.681 -0.032 0.061
H 2.980 -4.970 -0.631 0.107
Te -3.486 -2.190 2.439 0.844
C -5.096 -1.565 1.209 -0.619
C -5.872 -2.536 0.578 -0.166
C -6.989 -2.176 -0.167 -0.098
C -7.353 -0.839 -0.277 -0.110
C -6.594 0.132 0.363 -0.108
C -5.473 -0.228 1.100 -0.161
H -5.604 -3.579 0.697 0.040
H -7.584 -2.943 -0.651 0.096
H -8.225 -0.555 -0.854 0.092
H -6.866 1.177 0.276 0.099
H -4.876 0.533 1.586 0.091
C 7.566 4.090 3.354 -0.061
C 6.183 3.660 2.937 -0.281
C 5.154 3.547 3.861 -0.030
C 3.875 3.144 3.490 -0.325
C 2.808 3.053 4.554 -0.106
C 3.600 2.839 2.145 -0.415
Te 1.605 2.218 1.629 1.532
N -1.146 -0.544 0.722 -0.073
C -1.487 0.633 0.297 -0.603
O -0.879 1.701 0.552 -0.184
C -2.652 0.707 -0.669 -0.149
C -3.217 1.954 -0.909 -0.029
C -4.270 2.086 -1.803 -0.092
C -4.757 0.972 -2.474 -0.108
C -4.191 -0.273 -2.245 -0.086
C -3.141 -0.408 -1.346 -0.045
C 1.500 3.452 -0.097 -0.405
C 1.365 2.896 -1.370 -0.308
C 1.313 1.413 -1.643 -0.072
C 1.313 3.749 -2.474 -0.019
C 1.392 5.126 -2.350 -0.274
C 1.323 6.026 -3.556 -0.058
C 1.517 5.658 -1.072 -0.026
C 1.565 4.849 0.059 -0.289
C 1.679 5.520 1.406 -0.075
C 4.640 2.920 1.205 -0.288
C 4.452 2.561 -0.248 -0.063
C 5.906 3.336 1.617 -0.029
H 7.556 4.533 4.350 0.069
H 7.977 4.824 2.659 0.074
H 8.252 3.240 3.375 0.077
H 5.350 3.784 4.903 0.109
H 3.220 3.292 5.535 0.070
H 2.375 2.052 4.607 0.064
H 1.985 3.739 4.343 0.061
H -2.804 2.808 -0.388 0.113
H -4.712 3.060 -1.977 0.095
H -5.585 1.073 -3.166 0.096
H -4.579 -1.148 -2.750 0.095
H -2.716 -1.386 -1.152 0.082
H 1.103 0.831 -0.749 0.002
H 2.261 1.070 -2.069 0.082
H 0.525 1.194 -2.366 0.090
H 1.205 3.309 -3.461 0.116
H 1.296 5.445 -4.478 0.069
H 2.187 6.693 -3.600 0.075
H 0.429 6.651 -3.526 0.078
H 1.567 6.735 -0.947 0.112
H 1.660 6.605 1.292 0.071
H 2.604 5.247 1.916 0.064
H 0.853 5.223 2.055 0.069
H 3.764 1.720 -0.363 0.040
H 5.409 2.300 -0.702 0.076
H 4.023 3.390 -0.816 0.083
H 6.699 3.402 0.877 0.113
C -4.088 -4.964 -2.748 -0.063
C -4.417 -5.148 -1.284 -0.313
O -3.356 -4.575 -0.512 -0.335
P -2.702 -5.394 0.719 0.007
O -1.516 -4.513 1.096 -0.585
Te -4.261 -6.260 2.214 0.307
O -2.123 -6.707 -0.020 -0.335
C -1.054 -6.674 -0.959 -0.296
C 0.213 -7.203 -0.319 -0.083
H -4.873 -5.401 -3.369 0.076
H -3.142 -5.453 -2.989 0.068
H -3.999 -3.905 -2.989 0.068
H -4.541 -6.203 -1.033 0.089
H -5.343 -4.633 -1.026 0.090
H -0.928 -5.665 -1.358 0.105
H -1.350 -7.315 -1.792 0.116
H 0.470 -6.613 0.560 0.068
H 1.047 -7.176 -1.026 0.075
H 0.060 -8.234 -0.001 0.080
```

---

No. 5
C40H48N8O2RuS | ωB97M-V/def2-TZVPD

Total charge: +1
LUMO (spin up / spin down), hartree: -0.070 / -0.100
Kohn-Sham gap (spin up / spin down), eV: 6.6 / 7.1
HOMO (spin up / spin down), eV: -8.54 / -9.79
2S+1: 6

```
100
Properties=species:S:1:pos:R:3:lowdin_charge:R:1
Ru 0.110 0.255 -0.033 1.171
N 0.509 3.404 3.401 0.195
C 0.676 2.193 2.849 -0.497
O 0.128 1.913 1.784 -0.082
C 1.537 1.233 3.637 -0.069
C 1.833 -0.031 2.872 -0.214
H -0.079 4.076 2.936 0.125
H 0.937 3.652 4.275 0.118
H 1.009 0.979 4.560 0.140
H 2.466 1.735 3.919 0.133
H 0.899 -0.527 2.593 0.080
H 2.415 -0.722 3.488 0.134
C 1.879 -2.668 0.376 -0.165
N 1.157 -1.737 -0.506 -0.066
C 1.113 -2.047 -1.754 -0.117
C 0.435 -1.228 -2.690 -0.365
C 0.291 -1.361 -4.070 -0.044
C -0.426 -0.237 -4.492 -0.087
C -0.679 0.520 -3.346 -0.177
N -0.177 -0.078 -2.247 -0.074
C 1.104 -3.938 0.626 -0.212
C 1.381 -5.108 -0.070 -0.039
C 0.626 -6.255 0.146 -0.071
C -0.409 -6.244 1.069 -0.082
C -0.681 -5.082 1.782 -0.098
C 0.068 -3.938 1.557 -0.055
H 2.052 -2.173 1.324 0.087
H 2.860 -2.891 -0.050 0.128
H 1.601 -2.953 -2.120 0.139
H 0.679 -2.165 -4.676 0.104
H -0.716 0.017 -5.499 0.092
H -1.186 1.471 -3.291 0.085
H 2.199 -5.129 -0.780 0.113
H 0.853 -7.161 -0.401 0.108
H -0.988 -7.140 1.246 0.105
H -1.468 -5.076 2.527 0.094
H -0.140 -3.029 2.116 0.095
N -9.182 3.469 -4.116 0.173
C -8.112 3.397 -3.705 -0.172
C -6.769 3.307 -3.188 -0.219
C -6.168 4.423 -2.613 -0.006
C -4.884 4.331 -2.105 0.006
C -4.203 3.127 -2.190 -0.182
C -4.786 2.014 -2.779 0.005
C -6.076 2.102 -3.269 -0.006
N -2.882 3.024 -1.667 -0.015
C -1.857 3.938 -1.809 -0.034
C -0.772 3.375 -1.218 -0.114
N -1.110 2.139 -0.715 -0.050
C -2.377 1.962 -0.999 -0.185
H -6.714 5.354 -2.551 0.128
H -4.423 5.184 -1.626 0.122
H -4.224 1.093 -2.876 0.112
H -6.544 1.245 -3.733 0.127
H -1.989 4.869 -2.331 0.127
H 0.224 3.772 -1.130 0.109
H -2.966 1.102 -0.727 0.098
C -3.714 -2.184 -1.779 -0.065
C -2.448 -2.510 -1.009 -0.246
N -2.698 -2.841 0.385 0.024
C -2.542 -2.067 1.458 -0.754
S -1.932 -0.458 1.467 0.681
N -2.938 -2.615 2.618 -0.007
C -2.947 -1.952 3.921 -0.269
C -4.198 -1.123 4.159 -0.084
H -3.463 -1.980 -2.821 0.080
H -4.206 -1.305 -1.356 0.067
H -4.424 -3.013 -1.755 0.077
H -1.769 -1.671 -1.030 0.045
H -1.921 -3.354 -1.455 0.128
H -3.094 -3.757 0.544 0.147
H -3.432 -3.493 2.565 0.143
H -2.054 -1.334 3.984 0.078
H -2.858 -2.741 4.668 0.120
H -4.267 -0.317 3.429 0.058
H -4.171 -0.684 5.156 0.079
H -5.096 -1.738 4.085 0.078
C 7.574 2.947 -1.755 -0.047
C 6.591 2.305 -0.818 -0.255
C 6.988 1.800 0.418 -0.011
C 6.107 1.188 1.286 -0.207
C 6.621 0.672 2.603 -0.054
C 4.729 1.060 0.921 -0.125
C 3.880 0.445 1.851 -0.051
O 2.537 0.240 1.662 -0.163
C 4.320 1.562 -0.350 -0.185
C 2.903 1.426 -0.841 -0.060
C 5.249 2.167 -1.171 -0.011
H 8.498 3.211 -1.242 0.076
H 7.161 3.853 -2.201 0.081
H 7.831 2.271 -2.574 0.086
H 8.028 1.892 0.714 0.118
H 7.683 0.885 2.703 0.078
H 6.489 -0.410 2.690 0.087
H 6.112 1.134 3.452 0.083
H 4.265 0.033 2.773 0.109
H 2.616 0.371 -0.895 0.052
H 2.805 1.836 -1.846 0.085
H 2.203 1.955 -0.188 0.056
H 4.921 2.539 -2.136 0.121
```